DFT (ωB97M-V/def2-TZVPD) results for 2 unconnected molecules or ions with the total composition C4H6O at a distorted geometry.

The geometry in XYZ format:
```
11
Properties=species:S:1:pos:R:3:forces:R:3
C 1.965000 -0.405797 -0.104143 -1.038 -1.039 0.538
C 0.661035 -0.409890 0.304980 0.687 -1.313 0.018
C -0.588601 0.319171 -0.547802 0.499 2.120 0.734
C -1.842865 0.243057 0.363731 -4.003 -4.634 -3.223
H 2.802787 -1.115209 0.467338 -2.351 2.355 -1.832
H 2.088814 0.134388 -1.071445 0.949 -0.499 0.931
H 0.510424 -1.143042 1.213810 -0.684 1.891 -1.817
H -0.346544 1.628923 -0.561720 -0.577 -4.117 -0.170
H -0.861855 -0.074725 -1.663531 0.951 0.696 2.980
H -1.419559 1.678678 1.759996 -1.125 -2.598 -2.040
O -2.968637 -0.855550 -0.161213 6.693 7.138 3.881
```
Forces are in eV/Å.

Its calculated total energy is -230.83913 a.u. For the LUMO energy, the calculation gives -2.121 eV. The charge is 0. For the relative energy (zero: lowest compared OMol25 entry of this formula, charge and spin), the calculation gives 1009.7 kJ/mol.

List of Mulliken charges in e, atom by atom: number 1, C, carries -0.58; number 2, C, carries -0.07; number 3, C, carries -0.17; number 4, C, carries -0.21; number 5, H, carries 0.22; number 6, H, carries 0.25; number 7, H, carries 0.22; number 8, H, carries 0.25; number 9, H, carries 0.30; number 10, H, carries 0.23; number 11, O, carries -0.42



DFT (ωB97M-V/def2-TZVPD) results for 2 unconnected molecules or ions with the total composition C2H6IN2S at a distorted geometry.

The geometry in XYZ format:
```
12
Properties=species:S:1:pos:R:3:forces:R:3
C 1.076786 -0.509138 0.399560 0.593 -0.323 -0.635
C -0.430371 0.250355 -1.373143 -0.094 1.153 -0.520
N 1.146142 -1.510145 1.273241 1.930 -0.199 1.793
N 0.009625 -0.511650 -0.398440 -3.660 -2.611 3.897
S -2.087421 2.439639 0.493148 0.534 -0.285 0.515
I 2.628757 0.842906 0.106793 -0.391 -0.432 0.154
H -1.433334 0.304559 -1.714315 -0.651 -0.639 0.095
H 0.226802 0.986120 -1.679919 1.272 1.299 -0.969
H 0.430611 -2.194826 1.468280 -0.376 0.148 -0.493
H 1.954919 -1.644324 1.920929 -0.925 0.644 -1.062
H -0.815653 -1.038612 0.162060 2.194 1.112 -2.136
H -2.706863 2.585116 -0.658198 -0.426 0.133 -0.638
```
Forces are in eV/Å.

Its calculated total energy is -884.81869 a.u. For the LUMO energy (spin up / spin down), the calculation gives -5.091 / -5.670 eV. The charge is +1. For the relative energy (zero: lowest compared OMol25 entry of this formula, charge and spin), the calculation gives 269.3 kJ/mol.

List of Mulliken charges in e, atom by atom: number 1, C, carries 0.39; number 2, C, carries -0.53; number 3, N, carries -0.41; number 4, N, carries -0.18; number 5, S, carries -0.14; number 6, I, carries 0.30; number 7, H, carries 0.38; number 8, H, carries 0.24; number 9, H, carries 0.19; number 10, H, carries 0.25; number 11, H, carries 0.34; number 12, H, carries 0.16



DFT (ωB97M-V/def2-TZVPD) results for a molecular structure, C17H42B3O11P at a distorted geometry.

The geometry in XYZ format:
```
74
Properties=species:S:1:pos:R:3:forces:R:3
C 3.918681 6.255982 -4.618581 -0.357 0.082 0.045
C 3.720112 5.698634 -6.040533 0.383 0.215 -0.098
C 4.216138 4.265677 -6.286884 -0.043 0.129 0.064
C 3.919285 3.254767 -5.175094 0.109 -0.354 -0.404
C 4.374320 1.844998 -5.614764 -0.104 0.156 -0.002
B 2.424942 3.224920 -4.737230 -0.170 -0.415 -0.113
O 2.072765 2.927269 -3.416458 0.792 0.772 0.240
B 1.401640 4.003937 -2.870288 -0.381 -0.326 -0.052
O 0.371858 4.525900 -3.633104 0.142 -0.119 0.017
B 0.240845 3.972544 -4.896221 -0.394 0.272 -0.499
P -1.519279 3.669644 -5.706900 0.113 -0.294 -0.139
O -2.328545 3.213191 -4.351939 -0.196 -0.008 0.060
O -1.932524 5.262792 -5.868635 0.151 -0.009 0.274
O 1.354416 3.530726 -5.573700 0.199 0.149 0.527
H 2.968080 6.613374 -4.216256 0.009 -0.012 0.068
H 4.302894 5.523056 -3.911288 0.078 -0.029 -0.020
H 4.588266 7.113779 -4.599733 0.108 -0.046 -0.028
H 2.676125 5.793328 -6.338945 -0.065 -0.141 0.102
H 4.268305 6.345398 -6.728662 -0.085 -0.006 -0.093
H 5.297396 4.278306 -6.454558 0.031 -0.008 0.033
H 3.770377 3.916269 -7.221531 0.002 -0.062 -0.007
H 4.519222 3.499810 -4.296605 -0.096 0.028 0.104
H 3.931979 1.582495 -6.576596 -0.047 -0.054 0.001
H 4.093537 1.084028 -4.886016 0.071 -0.048 0.011
H 5.457750 1.831479 -5.733853 0.035 -0.069 -0.004
H 1.711098 4.487724 -1.834089 -0.156 -0.097 0.110
H -2.304756 3.876209 -3.650703 0.153 0.005 0.148
H -2.802207 5.290535 -6.267633 -0.278 0.267 -0.315
C 1.049221 -0.239233 -1.917687 0.111 0.030 0.056
O 0.705359 0.354787 -0.684162 -0.265 -0.171 -0.023
C -0.061040 1.538349 -0.789615 0.234 0.065 -0.053
C -1.188122 1.587507 0.217987 0.018 0.082 0.122
O -2.257411 0.691369 -0.022954 -0.134 0.052 -0.023
C -2.055727 -0.699380 0.152047 0.023 -0.102 -0.128
C -1.923614 -1.159570 1.586878 0.136 -0.180 0.093
O -0.712367 -0.726563 2.181626 -0.058 0.248 -0.072
C -0.848976 -0.188516 3.477399 0.064 -0.084 -0.018
H 1.925543 0.244667 -2.361099 -0.039 0.019 -0.060
H 1.283574 -1.285548 -1.723410 0.044 0.018 0.023
H 0.217699 -0.196849 -2.629316 -0.001 0.011 -0.005
H -0.476150 1.645368 -1.799771 -0.027 -0.054 0.001
H 0.602434 2.394139 -0.599260 -0.112 0.093 -0.040
H -1.638721 2.580261 0.135062 -0.007 -0.004 0.003
H -0.802548 1.493649 1.235337 0.090 -0.140 -0.047
H -1.222789 -1.064705 -0.451777 0.120 0.064 0.122
H -2.963947 -1.162822 -0.241890 -0.007 0.019 -0.005
H -1.927611 -2.258055 1.588523 -0.176 0.001 -0.010
H -2.788827 -0.811401 2.161568 0.024 0.044 0.015
H -1.727382 0.461036 3.552981 -0.013 -0.010 0.011
H 0.039498 0.408572 3.680222 0.028 -0.047 0.010
H -0.920402 -0.978339 4.234202 -0.059 0.032 0.030
C -1.599524 -4.438428 8.576434 0.048 -0.100 0.026
O -1.794374 -5.378319 7.544720 -0.032 0.214 -0.200
C -3.144659 -5.728762 7.304530 0.069 -0.117 0.147
C -3.461879 -5.809619 5.827915 -0.014 -0.119 -0.070
O -3.499170 -4.568501 5.145228 -0.117 0.052 -0.050
C -2.294077 -3.858317 4.923670 0.053 0.127 0.090
C -1.366188 -4.457795 3.890364 0.218 0.048 -0.040
O -0.779087 -5.668995 4.329435 -0.270 -0.093 0.079
C -0.795228 -6.710996 3.380211 0.098 0.034 0.036
H -1.608271 -4.918130 9.561413 -0.054 0.047 0.025
H -0.624491 -3.977322 8.421479 0.023 -0.049 0.021
H -2.361263 -3.651885 8.554180 -0.008 -0.005 0.007
H -3.823033 -5.012028 7.780416 0.025 0.046 -0.017
H -3.333002 -6.717408 7.744110 -0.122 0.023 0.010
H -4.481674 -6.194830 5.749209 0.001 -0.001 -0.011
H -2.806625 -6.525798 5.328102 0.140 0.078 0.072
H -1.762620 -3.664827 5.857848 0.062 -0.166 0.001
H -2.613017 -2.888855 4.529995 -0.020 -0.010 0.000
H -0.561672 -3.734385 3.699598 -0.094 0.079 -0.102
H -1.918308 -4.605502 2.955264 -0.013 -0.066 0.013
H -1.753362 -6.758965 2.851992 0.002 0.005 -0.014
H -0.651903 -7.647346 3.918488 0.054 0.013 0.004
H 0.013014 -6.598483 2.649308 -0.047 -0.003 -0.058
```
Forces are in eV/Å.

Its calculated total energy is -1916.64930 a.u. For the LUMO energy, the calculation gives 0.418 eV. The charge is 0.

List of Mulliken charges in e, atom by atom: number 1, C, carries -1.01; number 2, C, carries -0.43; number 3, C, carries -0.97; number 4, C, carries 0.66; number 5, C, carries -1.80; number 6, B, carries 0.03; number 7, O, carries -0.09; number 8, B, carries 0.77; number 9, O, carries -0.48; number 10, B, carries 0.64; number 11, P, carries -0.14; number 12, O, carries -0.42; number 13, O, carries -0.44; number 14, O, carries -0.33; number 15, H, carries 0.18; number 16, H, carries 0.25; number 17, H, carries 0.38; number 18, H, carries 0.24; number 19, H, carries 0.46; number 20, H, carries 0.46; number 21, H, carries 0.25; number 22, H, carries 0.22; number 23, H, carries 0.36; number 24, H, carries 0.37; number 25, H, carries 0.40; number 26, H, carries -0.16; number 27, H, carries 0.31; number 28, H, carries 0.29; number 29, C, carries -0.70; number 30, O, carries -0.36; number 31, C, carries -0.08; number 32, C, carries -0.41; number 33, O, carries -0.47; number 34, C, carries -0.42; number 35, C, carries -0.21; number 36, O, carries -0.24; number 37, C, carries -0.80; number 38, H, carries 0.19; number 39, H, carries 0.30; number 40, H, carries 0.37; number 41, H, carries 0.20; number 42, H, carries 0.20; number 43, H, carries 0.42; number 44, H, carries 0.10; number 45, H, carries 0.10; number 46, H, carries 0.42; number 47, H, carries 0.10; number 48, H, carries 0.42; number 49, H, carries 0.44; number 50, H, carries 0.26; number 51, H, carries 0.17; number 52, C, carries -0.77; number 53, O, carries -0.31; number 54, C, carries -0.53; number 55, C, carries -0.31; number 56, O, carries -0.47; number 57, C, carries -0.17; number 58, C, carries -0.39; number 59, O, carries -0.34; number 60, C, carries -0.80; number 61, H, carries 0.31; number 62, H, carries 0.23; number 63, H, carries 0.36; number 64, H, carries 0.33; number 65, H, carries 0.39; number 66, H, carries 0.40; number 67, H, carries 0.09; number 68, H, carries 0.14; number 69, H, carries 0.27; number 70, H, carries 0.27; number 71, H, carries 0.34; number 72, H, carries 0.35; number 73, H, carries 0.26; number 74, H, carries 0.33



Which of these has the highest calculated total energy?
C4H6O



Among the records above, which one has the highest charge?
C2H6IN2S



Which value of calculated total energy does entry 2 give?
-884.81869 a.u.